[1]
Formula: C19H35BIN2O7
Source: the OMol25 dataset
Level of theory: ωB97M-V/def2-TZVPD

XYZ file:
```
65
Properties=species:S:1:pos:R:3
C 5.66 -0.37 0.65
C 5.34 1.06 -0.02
N 4.05 1.07 -0.83
C 2.98 1.30 0.18
C 1.50 1.41 -0.43
C 0.39 0.56 0.34
C 0.06 0.89 1.89
C 0.95 1.95 2.71
C -1.43 1.59 1.92
N -1.63 1.86 0.44
C -2.87 2.56 -0.02
C -4.19 1.65 -0.10
O -5.32 2.43 0.44
C -5.56 3.58 -0.36
O -5.62 4.68 0.24
C -1.15 0.61 -0.22
I -1.89 -1.34 0.51
B -1.25 0.41 -1.83
O -0.36 -0.59 -2.41
O -2.16 1.07 -2.73
C -3.14 0.14 -3.29
C 4.20 2.19 -1.76
C 5.19 2.02 -3.04
O 3.63 3.31 -1.65
H 5.07 -0.42 1.63
H 5.35 -1.23 -0.04
H 6.77 -0.44 0.94
H 6.25 1.35 -0.63
H 5.30 1.81 0.86
H 3.03 0.48 0.98
H 3.19 2.30 0.71
H 1.18 2.52 -0.46
H 1.59 1.12 -1.55
H 0.78 -0.52 0.34
H 0.13 -0.07 2.52
H 1.93 1.40 2.99
H 1.25 2.88 2.12
H 0.44 2.17 3.71
H -1.23 2.62 2.39
H -2.22 0.98 2.47
H -0.87 2.57 0.28
H -2.63 2.99 -1.07
H -3.03 3.49 0.64
H -4.16 0.70 0.52
H -4.44 1.47 -1.21
H -5.70 3.56 -1.49
H 0.21 -0.13 -3.07
H -3.92 -0.20 -2.53
H -3.65 0.66 -4.16
H -2.63 -0.80 -3.73
H 4.94 1.10 -3.66
H 6.29 2.03 -2.71
H 5.08 2.95 -3.72
O -3.36 -4.81 -0.41
C -2.65 -5.23 0.46
O -2.38 -4.55 1.62
C -1.41 -5.29 2.38
C -1.51 -6.71 1.88
C -1.89 -6.53 0.43
H -0.42 -4.85 2.19
H -1.64 -5.20 3.44
H -0.59 -7.28 2.03
H -2.32 -7.23 2.41
H -1.01 -6.41 -0.21
H -2.53 -7.34 0.07
```

Summary:
- total charge = +1
- max |F| (Eh/bohr) = 0.0949
- E (eV) = -46351.8062
- HOMO level (eV) = -12.14
- frontier orbital gap (eV) = 8.819

[2]
Formula: C7H11BrS
Source: the OMol25 dataset
Level of theory: ωB97M-V/def2-TZVPD

XYZ file:
```
20
Properties=species:S:1:pos:R:3
C -0.22 0.76 0.98
C -1.34 0.21 0.32
C 1.02 0.99 0.50
C 0.05 -1.77 -1.18
C -2.70 0.44 0.92
C 2.06 1.67 1.32
C 0.54 -2.08 -2.55
S -1.31 -0.73 -1.08
Br 1.28 -1.97 0.23
H -0.41 1.08 2.00
H 1.26 0.81 -0.54
H -2.62 0.56 2.00
H -3.37 -0.39 0.71
H -3.16 1.35 0.52
H 2.09 2.73 1.07
H 3.05 1.27 1.12
H 1.84 1.57 2.38
H 0.92 -3.10 -2.58
H 1.34 -1.41 -2.89
H -0.30 -1.99 -3.24
```

Summary:
- max |F| (Eh/bohr) = 0.0118
- E (eV) = -88312.3756
- HOMO level (spin up / spin down) (eV) = -6.94 / -7.10
- frontier orbital gap (spin up / spin down) (eV) = 7.032 / 7.046

[3]
Formula: C23H25BrN8O3PbS2
Source: the OMol25 dataset
Level of theory: ωB97M-V/def2-TZVPD

XYZ file:
```
63
Properties=species:S:1:pos:R:3
Pb -0.11 -0.12 -1.08
C 4.44 0.23 2.41
C 3.82 0.22 1.07
N 3.00 -0.73 0.67
N 2.64 -1.80 1.37
C 1.76 -2.67 0.98
S 0.67 -2.65 -0.35
S 1.85 -4.09 1.99
C 0.28 -4.93 1.69
C -0.97 -4.23 2.16
C -1.03 -3.56 3.38
C -2.23 -3.03 3.84
C -3.39 -3.14 3.08
C -3.33 -3.80 1.85
C -2.13 -4.33 1.39
C 3.97 1.13 -0.01
C 4.68 2.33 -0.18
C 4.55 2.97 -1.39
C 3.78 2.42 -2.42
C 3.10 1.22 -2.28
C 3.21 0.62 -1.04
O 2.58 -0.53 -0.65
H 4.37 -0.75 2.88
H 3.93 0.96 3.04
H 5.48 0.53 2.33
H 0.42 -5.86 2.25
H 0.22 -5.19 0.63
H -0.14 -3.49 4.00
H -2.26 -2.55 4.82
H -4.33 -2.77 3.45
H -4.23 -3.93 1.26
H -2.10 -4.85 0.45
H 5.30 2.73 0.61
H 5.06 3.91 -1.55
H 3.70 2.95 -3.37
H 2.52 0.78 -3.09
C -2.31 4.49 -4.85
C -2.47 3.09 -4.32
C -3.56 2.29 -4.62
C -3.68 1.00 -4.12
C -2.66 0.58 -3.30
Br -2.69 -1.18 -2.52
N -1.60 1.30 -2.97
C -1.51 2.53 -3.48
H -3.11 4.74 -5.54
H -1.36 4.59 -5.39
H -2.30 5.21 -4.04
H -4.35 2.68 -5.27
H -4.51 0.37 -4.36
H -0.62 3.10 -3.19
N -1.83 -0.88 0.85
N -1.71 -0.20 2.07
C -0.94 0.90 2.16
N -0.92 1.57 3.31
N -0.26 1.20 1.04
N 0.40 2.40 0.90
O 0.82 2.59 -0.23
O 0.57 3.16 1.83
H -2.79 -0.80 0.53
H -1.64 -1.87 1.00
H -2.15 -0.60 2.89
H -1.54 1.33 4.06
H -0.37 2.42 3.35
```

Summary:
- total charge = +2
- max |F| (Eh/bohr) = 0.0153
- E (eV) = -139262.9537
- HOMO level (eV) = -13.66
- frontier orbital gap (eV) = 7.657

[4]
Formula: C6H14N3OS
Source: the OMol25 dataset
Level of theory: ωB97M-V/def2-TZVPD

XYZ file:
```
25
Properties=species:S:1:pos:R:3
C 0.24 -1.31 -1.11
C 0.97 0.83 0.23
C -1.05 -1.72 -1.64
C 3.04 1.89 -0.66
C -2.33 0.50 0.55
C -1.08 -1.28 1.62
N 2.00 0.89 -0.54
N 0.06 -0.08 0.07
N -1.00 0.01 1.00
O 1.36 -1.48 -1.39
S 0.86 2.16 1.37
H -1.74 -0.86 -1.64
H -1.54 -2.34 -0.97
H -0.92 -1.96 -2.68
H 3.97 1.42 -1.02
H 2.81 2.83 -1.15
H 3.45 1.91 0.36
H -3.04 -0.27 0.91
H -2.52 1.52 0.92
H -2.43 0.49 -0.47
H -1.84 -1.89 1.30
H -0.06 -1.72 1.43
H -1.24 -1.11 2.72
H 2.12 0.12 -1.14
H -0.10 1.44 1.92
```

Summary:
- total charge = +1
- max |F| (Eh/bohr) = 0.0783
- E (eV) = -23792.9231
- HOMO level (eV) = -13.21
- frontier orbital gap (eV) = 9.727

[5]
Formula: C25H51BNO13
Source: the OMol25 dataset
Level of theory: ωB97M-V/def2-TZVPD

XYZ file:
```
91
Properties=species:S:1:pos:R:3
C 1.60 -2.21 2.17
C 1.65 -2.38 0.65
O 0.36 -2.25 0.04
B -0.06 -0.98 -0.09
O 0.78 0.07 -0.50
C -1.57 -0.59 0.24
C -2.66 -1.02 -0.81
C -3.39 0.27 -1.27
C -4.85 0.46 -0.83
C -5.05 1.42 0.34
C -4.88 0.78 1.74
C -6.17 0.36 2.43
C -6.99 -0.66 1.63
O -6.41 -1.95 1.86
C -6.24 -2.71 0.77
C -5.14 -3.72 0.93
O -6.88 -2.63 -0.21
C -2.38 1.35 -0.94
N -1.79 0.88 0.36
H 2.44 -1.63 2.52
H 0.68 -1.74 2.51
H 1.67 -3.18 2.64
H 2.03 -3.36 0.42
H 2.38 -1.69 0.24
H 1.14 0.46 0.31
H -1.82 -1.18 1.12
H -3.35 -1.77 -0.45
H -2.14 -1.46 -1.66
H -3.35 0.22 -2.35
H -5.43 0.79 -1.68
H -5.23 -0.51 -0.54
H -6.06 1.80 0.27
H -4.41 2.30 0.30
H -4.15 -0.04 1.71
H -4.43 1.54 2.38
H -6.81 1.20 2.67
H -5.90 -0.13 3.35
H -7.99 -0.67 2.05
H -6.98 -0.36 0.59
H -4.96 -4.17 -0.04
H -4.22 -3.29 1.32
H -5.50 -4.52 1.57
H -2.69 2.38 -0.90
H -1.54 1.27 -1.62
H -2.51 0.95 1.10
H -1.04 1.45 0.74
C 2.47 -1.94 -2.92
C 2.20 -2.06 -4.40
O 2.66 -0.90 -5.10
C 3.98 -0.86 -5.34
O 4.78 -1.71 -5.02
O 4.25 0.28 -5.96
C 5.65 0.49 -6.21
H 2.06 -1.01 -2.52
H 2.02 -2.78 -2.38
H 3.54 -1.93 -2.72
H 1.13 -2.11 -4.59
H 2.64 -2.96 -4.82
H 6.09 -0.36 -6.72
H 6.17 0.68 -5.27
H 5.74 1.37 -6.84
C 6.96 7.35 -3.52
C 7.77 6.09 -3.75
O 7.12 4.94 -3.19
C 6.12 4.43 -3.92
O 5.75 4.83 -4.99
O 5.61 3.39 -3.25
C 4.48 2.79 -3.89
H 6.73 7.47 -2.46
H 7.52 8.22 -3.86
H 6.02 7.31 -4.06
H 8.73 6.16 -3.23
H 7.98 5.93 -4.80
H 4.71 2.53 -4.92
H 3.62 3.45 -3.85
H 4.25 1.88 -3.34
C -2.83 -1.60 7.26
C -2.23 -2.72 6.44
O -1.04 -2.28 5.76
C 0.06 -2.24 6.51
O 0.14 -2.54 7.67
O 1.07 -1.79 5.75
C 2.31 -1.63 6.45
H -3.00 -0.72 6.64
H -3.79 -1.92 7.69
H -2.17 -1.31 8.07
H -2.92 -3.02 5.65
H -2.02 -3.60 7.04
H 2.58 -2.53 6.98
H 2.24 -0.79 7.14
H 3.07 -1.41 5.71
```

Summary:
- total charge = +1
- max |F| (Eh/bohr) = 0.0527
- E (eV) = -55532.6767
- HOMO level (eV) = -12.29
- frontier orbital gap (eV) = 9.152

[6]
Formula: C24H62BrN4O2
Source: the OMol25 dataset
Level of theory: ωB97M-V/def2-TZVPD

XYZ file:
```
93
Properties=species:S:1:pos:R:3
N -6.00 3.82 -3.66
H -6.29 2.99 -4.16
H -6.32 3.89 -2.71
H -6.34 4.64 -4.16
H -5.00 3.87 -3.52
Br -0.91 2.00 -2.88
C 5.56 3.05 0.43
C 5.65 3.39 1.90
N 6.19 4.81 2.33
C 7.72 4.93 1.94
C 5.37 5.85 1.58
C 5.72 7.30 2.04
C 5.95 5.01 3.89
C 6.20 3.71 4.72
O 7.47 3.18 4.50
C 7.73 1.85 5.11
H 6.39 3.50 -0.13
H 4.59 3.32 0.00
H 5.49 1.96 0.38
H 6.39 2.67 2.24
H 4.70 3.34 2.43
H 7.92 4.30 1.08
H 8.28 4.72 2.85
H 7.95 5.96 1.67
H 4.32 5.61 1.73
H 5.57 5.79 0.51
H 6.69 7.46 2.50
H 5.01 7.50 2.84
H 5.51 8.11 1.34
H 4.89 5.24 4.02
H 6.58 5.84 4.19
H 5.46 2.98 4.39
H 6.12 3.89 5.79
H 7.10 0.99 4.88
H 7.70 1.92 6.20
H 8.74 1.61 4.78
C -5.26 -1.48 1.83
C -3.81 -1.23 2.44
N -3.88 -0.89 3.94
C -4.58 -1.91 4.85
C -2.46 -0.89 4.46
C -1.77 -2.19 4.55
C -4.43 0.57 4.10
C -4.74 1.02 5.50
O -5.90 0.38 5.96
C -7.15 1.00 5.91
H -5.24 -1.87 0.82
H -5.81 -0.54 1.77
H -5.96 -2.10 2.38
H -3.40 -0.31 2.03
H -3.20 -2.10 2.19
H -4.04 -2.84 4.64
H -5.64 -2.06 4.67
H -4.47 -1.60 5.89
H -2.48 -0.51 5.48
H -1.88 -0.19 3.85
H -1.75 -2.66 3.57
H -2.21 -2.99 5.14
H -0.75 -2.16 4.93
H -5.18 0.90 3.38
H -3.52 1.12 3.85
H -4.76 2.10 5.37
H -3.87 0.80 6.12
H -7.10 1.87 6.57
H -7.96 0.34 6.23
H -7.37 1.51 4.97
C -4.34 -5.24 -8.23
C -2.97 -5.46 -7.61
C -2.10 -4.22 -7.30
N -0.67 -4.64 -7.00
C 0.03 -4.68 -8.41
C -0.40 -5.95 -6.17
C 0.92 -5.72 -5.38
C 1.36 -4.25 -5.61
C 0.04 -3.60 -6.11
H -4.80 -4.32 -7.87
H -5.06 -5.96 -7.86
H -4.38 -5.46 -9.30
H -2.44 -6.19 -8.21
H -3.14 -5.97 -6.65
H -2.35 -3.59 -6.45
H -2.06 -3.57 -8.17
H -0.55 -5.33 -9.08
H 1.02 -5.11 -8.32
H 0.09 -3.64 -8.72
H -0.48 -6.82 -6.83
H -1.22 -5.93 -5.45
H 1.71 -6.27 -5.90
H 0.90 -6.17 -4.39
H 1.96 -4.26 -6.52
H 1.80 -3.66 -4.80
H 0.20 -2.75 -6.77
H -0.63 -3.31 -5.30
```

Summary:
- total charge = +3
- max |F| (Eh/bohr) = 0.0543
- E (eV) = -105964.1541
- HOMO level (eV) = -11.09
- frontier orbital gap (eV) = 5.019

[7]
Formula: CH4InO
Source: the OMol25 dataset
Level of theory: ωB97M-V/def2-TZVPD

XYZ file:
```
7
Properties=species:S:1:pos:R:3
In 3.33 -0.52 0.16
C -0.71 -0.01 -0.28
O 0.42 0.40 0.39
H -1.62 0.02 0.36
H -0.74 0.44 -1.33
H -0.69 -1.15 -0.52
H 0.02 0.82 1.22
```

Summary:
- total charge = +3
- max |F| (Eh/bohr) = 0.0595
- E (eV) = -8277.8465
- HOMO level (eV) = -26.97
- frontier orbital gap (eV) = 4.390

[8]
Formula: C8H7N3
Source: the OMol25 dataset
Level of theory: ωB97M-V/def2-TZVPD

XYZ file:
```
18
Properties=species:S:1:pos:R:3
C 2.25 -0.23 1.48
C 2.04 1.05 1.94
C 1.05 1.84 1.54
C 0.35 0.20 0.05
C 1.32 -0.66 0.48
C -0.65 -0.26 -0.91
C -2.64 -0.97 -1.66
C -1.76 -0.83 -2.64
H 3.07 -0.52 1.90
H 2.68 1.34 2.79
H 0.84 3.00 1.93
H 1.58 -1.53 -0.02
H -2.16 -0.58 0.51
H -3.49 -1.32 -1.51
H -2.09 -1.15 -3.78
N 0.12 1.41 0.63
N -1.99 -0.54 -0.50
N -0.52 -0.26 -2.25
```

Summary:
- max |F| (Eh/bohr) = 0.1593
- SMILES = c1ccc(-c2ncc[nH]2)nc1
- E (eV) = -12877.0669
- HOMO level (eV) = -8.88
- frontier orbital gap (eV) = 9.417